1:
Molecular formula: C24H27N3O5S2
Method: DFT, the ωB97M-V functional and the def2-TZVPD basis

The charge is 0. As for the HOMO-LUMO gap: 8.365 eV. The value obtained for the HOMO energy is -8.2 eV.

Last column: Mulliken charge in e.
Geometry (Å):
C (-5.34749, 2.21093, -2.07245)  -0.830
O (-4.03198, 1.71971, -2.12440)  -0.180
C (-3.09307, 2.70750, -2.49934)  -0.721
C (-1.68000, 2.11893, -2.49279)  -0.967
N (-1.10707, 2.00476, -1.17424)  0.543
C (-1.66930, 1.04528, -0.25197)  -1.816
C (-0.98053, -0.32160, -0.36513)  1.408
O (-1.16097, -0.97913, -1.59607)  -0.498
C (-2.46235, -1.48603, -1.79640)  -0.493
S (-0.47438, 3.37504, -0.47528)  1.322
O (-0.23075, 4.32780, -1.51918)  -0.765
O (-1.24408, 3.79838, 0.66317)  -0.705
C (1.09909, 2.74261, 0.11031)  0.154
C (1.53354, 3.00571, 1.39363)  -0.480
C (2.76953, 2.53238, 1.80429)  -0.700
C (3.54470, 1.77888, 0.93193)  0.532
C (4.90423, 1.31506, 1.32983)  -0.259
O (5.78536, 2.04057, 1.72129)  -0.626
N (5.13200, -0.03203, 1.13668)  0.011
C (4.16245, -0.99338, 1.02249)  0.213
N (2.97021, -0.90083, 1.48115)  -0.330
C (2.23314, -2.01047, 1.19995)  -0.484
C (2.88311, -2.98542, 0.49413)  0.570
S (4.51398, -2.50522, 0.16691)  -0.364
C (2.25165, -4.28372, 0.13766)  -0.674
C (0.74399, -4.06131, -0.02313)  -1.110
C (0.15732, -3.29176, 1.12941)  0.893
C (-1.11221, -3.55571, 1.61387)  -0.792
C (-1.65853, -2.78128, 2.62674)  -0.671
C (-0.94035, -1.72343, 3.15972)  -0.762
C (0.33051, -1.44621, 2.69017)  -0.414
C (0.88197, -2.22731, 1.68153)  0.665
C (3.09470, 1.52414, -0.36248)  -0.104
C (1.87019, 2.01312, -0.77492)  -0.687
H (-5.98253, 1.37620, -1.78191)  0.216
H (-5.66621, 2.59015, -3.05087)  0.314
H (-5.43973, 3.01717, -1.33531)  0.326
H (-3.33369, 3.07816, -3.50743)  0.505
H (-3.12829, 3.55568, -1.79991)  0.420
H (-1.68411, 1.12985, -2.95518)  0.353
H (-1.02619, 2.78911, -3.05168)  0.575
H (-2.74449, 0.94484, -0.41873)  0.369
H (-1.50834, 1.43121, 0.75616)  0.580
H (0.10010, -0.19318, -0.26260)  -0.522
H (-1.34591, -0.95688, 0.45375)  -0.040
H (-2.41754, -2.08527, -2.70434)  0.289
H (-2.76373, -2.12122, -0.95442)  0.246
H (-3.19897, -0.68765, -1.92715)  0.151
H (0.89997, 3.58223, 2.04915)  0.542
H (3.13667, 2.73751, 2.79793)  0.474
H (6.09268, -0.33981, 1.23160)  0.291
H (2.44131, -5.01055, 0.93689)  0.284
H (2.67719, -4.68528, -0.78324)  0.454
H (0.56554, -3.47698, -0.93309)  0.246
H (0.23774, -5.02086, -0.13604)  0.455
H (-1.68265, -4.37355, 1.19631)  0.431
H (-2.64843, -3.00414, 2.99673)  0.395
H (-1.37057, -1.11775, 3.94296)  0.425
H (0.91135, -0.63079, 3.09207)  0.514
H (3.71029, 0.95866, -1.04667)  0.454
H (1.49995, 1.83718, -1.77208)  0.378

***

2:
Molecular formula: C24H27N3O5S2
Method: DFT, the ωB97M-V functional and the def2-TZVPD basis

The charge is 0. As for the HOMO-LUMO gap: 8.295 eV. The value obtained for the HOMO energy is -7.9 eV.

Last column: Mulliken charge in e.
Geometry (Å):
C (7.79853, -0.05108, -0.40567)  -0.765
O (6.60656, 0.16077, 0.30707)  -0.305
C (5.66977, 0.93216, -0.41600)  -0.620
C (4.37527, 1.06250, 0.39280)  -1.001
N (3.56063, -0.12447, 0.39039)  0.551
C (3.99066, -1.28099, 1.14360)  -0.951
C (3.43532, -1.25539, 2.57696)  -0.668
O (2.03362, -1.18138, 2.66098)  -0.362
C (1.34873, -2.33666, 2.21778)  -0.570
S (2.60036, -0.31954, -0.95014)  1.529
O (3.28539, 0.07510, -2.15183)  -0.827
O (2.05485, -1.64827, -0.91053)  -0.677
C (1.29859, 0.87606, -0.64734)  0.335
C (0.76726, 1.00071, 0.62372)  -0.464
C (-0.26148, 1.90045, 0.83758)  -0.576
C (-0.75257, 2.66183, -0.21924)  0.616
C (-1.83936, 3.65674, 0.01710)  -0.448
O (-1.68246, 4.85436, -0.01978)  -0.622
N (-3.07760, 3.13164, 0.31396)  -0.023
C (-3.46173, 1.81944, 0.26146)  0.409
N (-2.75234, 0.84020, -0.15533)  -0.203
C (-3.42224, -0.34248, -0.07358)  -0.555
C (-4.69637, -0.26517, 0.41565)  0.508
S (-5.08904, 1.37633, 0.81189)  -0.342
C (-5.55808, -1.46023, 0.61910)  -0.621
C (-5.19296, -2.51349, -0.43296)  -1.106
C (-3.70463, -2.71938, -0.55655)  0.521
C (-3.16508, -3.95655, -0.86374)  -0.681
C (-1.79859, -4.10778, -1.05060)  -0.816
C (-0.95328, -3.01651, -0.93974)  -0.535
C (-1.47493, -1.77475, -0.62810)  -0.240
C (-2.84228, -1.62178, -0.43546)  0.574
C (-0.19192, 2.54397, -1.48488)  -0.757
C (0.83444, 1.63925, -1.70033)  -0.665
H (7.60978, -0.58724, -1.34333)  0.327
H (8.44319, -0.64972, 0.23476)  0.234
H (8.29452, 0.89928, -0.63834)  0.299
H (6.08344, 1.93557, -0.60354)  0.496
H (5.44284, 0.46232, -1.38178)  0.363
H (4.62234, 1.31994, 1.42583)  0.502
H (3.77071, 1.86139, -0.04215)  0.309
H (5.08191, -1.32323, 1.18386)  0.276
H (3.61680, -2.15884, 0.61551)  0.588
H (3.80253, -2.14752, 3.10739)  0.455
H (3.79346, -0.36287, 3.09620)  0.303
H (1.74248, -3.23282, 2.71060)  0.380
H (0.30651, -2.19710, 2.50026)  0.218
H (1.41115, -2.45529, 1.13339)  0.175
H (1.15684, 0.39634, 1.42822)  0.532
H (-0.68672, 2.00947, 1.82376)  0.451
H (-3.79800, 3.81235, 0.52760)  0.272
H (-6.61492, -1.19871, 0.54427)  0.419
H (-5.38477, -1.86122, 1.62511)  0.258
H (-5.68554, -3.45746, -0.19556)  0.391
H (-5.56650, -2.18047, -1.40824)  0.329
H (-3.81883, -4.81190, -0.96329)  0.398
H (-1.39802, -5.08201, -1.28899)  0.404
H (0.10988, -3.11469, -1.09547)  0.554
H (-0.82955, -0.91622, -0.53249)  0.388
H (-0.56572, 3.15119, -2.29483)  0.463
H (1.28865, 1.51681, -2.67082)  0.573

***

Relative energy table, unit eV: 1 0.000; 2 0.102

***

1:
Molecular formula: C3H10NS2
Method: DFT, the ωB97M-V functional and the def2-TZVPD basis

The charge is +1. As for the HOMO-LUMO gap: 6.788 eV. The value obtained for the HOMO energy is -12.5 eV.

Last column: Mulliken charge in e.
Geometry (Å):
C (1.25903, 1.32999, 0.93726)  -1.172
C (0.01422, 0.78678, 0.09486)  0.232
N (0.44326, 0.13636, -1.23286)  -0.249
C (-0.88569, -0.18365, 0.88715)  -0.939
S (-2.26787, -0.93884, 0.01074)  0.114
S (-1.56851, -2.72269, -0.91021)  -0.393
H (1.55496, 2.15258, 0.28937)  0.386
H (0.90795, 1.65153, 1.89424)  0.369
H (2.11973, 0.65239, 0.99896)  0.361
H (-0.45623, 1.78075, -0.22090)  0.249
H (0.71985, 0.71728, -2.04290)  0.370
H (1.18231, -0.51821, -0.93989)  0.404
H (-0.36841, -0.39969, -1.59436)  0.235
H (-0.42107, -1.01640, 1.45157)  0.396
H (-1.31001, 0.51372, 1.59332)  0.382
H (-0.92353, -3.94188, -1.21634)  0.255

***

2:
Molecular formula: C3H10NS2
Method: DFT, the ωB97M-V functional and the def2-TZVPD basis

The charge is +1. As for the HOMO-LUMO gap: 3.786 eV. The value obtained for the HOMO energy is -13.1 eV.

Last column: Mulliken charge in e.
Geometry (Å):
N (-1.88002, -0.36963, 0.40085)  -0.427
C (-0.99464, -0.21168, -0.83309)  0.360
C (-1.81334, 0.52377, -1.86594)  -1.123
C (0.34175, 0.36108, -0.39766)  -0.671
S (0.98049, -0.63763, 1.01286)  0.133
S (4.08248, 0.15903, 3.42763)  -0.144
H (-2.60878, -1.22773, 0.29486)  0.326
H (5.29398, -0.22792, 2.90812)  0.209
H (-1.25138, -0.47553, 1.19036)  0.175
H (-0.70988, -1.23743, -1.20177)  0.296
H (-2.93694, 0.40070, -1.74301)  0.349
H (-1.57105, 0.26712, -2.95064)  0.312
H (-1.64269, 1.62585, -1.66290)  0.309
H (0.18609, 1.43385, -0.05951)  0.390
H (1.11721, 0.30953, -1.21143)  0.448
H (3.40671, -0.69340, 2.69128)  0.057

***

Relative energy table, unit eV: 1 0.000; 2 2.397

***

1:
Molecular formula: C2HNO2S
Method: DFT, the ωB97M-V functional and the def2-TZVPD basis

The charge is 0. As for the HOMO-LUMO gap: 10.203 eV. The value obtained for the HOMO energy is -10.2 eV.

Last column: Mulliken charge in e.
Geometry (Å):
O (-1.81925, -0.06555, 0.40385)  -0.449
C (-0.67838, -0.33229, 0.58450)  0.742
O (-0.06971, -0.65909, 1.69762)  -0.457
N (0.34209, -0.25808, -0.43874)  -0.432
C (0.45725, 0.53007, -1.33405)  0.576
S (0.85458, 1.41560, -2.48880)  -0.386
H (0.91342, -0.63065, 1.57562)  0.406

***

2:
Molecular formula: C2HNO2S
Method: DFT, the ωB97M-V functional and the def2-TZVPD basis

The charge is 0. As for the HOMO-LUMO gap: 9.939 eV. The value obtained for the HOMO energy is -9.5 eV.

Last column: Mulliken charge in e.
Geometry (Å):
S (1.00900, -2.06178, 1.36423)  -0.287
C (0.49805, -0.72190, 0.56310)  0.371
O (-0.76578, -0.54915, 0.03265)  -0.229
C (-0.72211, 0.61927, -0.60558)  0.081
N (0.39225, 1.22238, -0.52859)  -0.237
O (1.16160, 0.42296, 0.27465)  -0.085
H (-1.57301, 1.06822, -1.10045)  0.385

***

3:
Molecular formula: C2HNO2S
Method: DFT, the ωB97M-V functional and the def2-TZVPD basis

The charge is 0. As for the HOMO-LUMO gap: 10.089 eV. The value obtained for the HOMO energy is -9.7 eV.

Last column: Mulliken charge in e.
Geometry (Å):
N (-0.32305, 0.09348, 1.90511)  -0.345
C (0.25110, -0.79083, 1.33113)  0.413
S (1.11009, -1.93638, 0.76114)  -0.330
H (-0.82701, 0.88466, 1.80849)  0.259
O (0.33968, 1.63008, -2.25176)  -0.401
C (-0.09065, 0.58030, -1.93395)  0.748
O (-0.46017, -0.46131, -1.62016)  -0.343

***

Relative energy table, unit eV: 1 0.487; 2 2.306; 3 0.000

***

1:
Molecular formula: C2H5NO4
Method: DFT, the ωB97M-V functional and the def2-TZVPD basis

The charge is 0. As for the HOMO-LUMO gap: 8.920 eV. The value obtained for the HOMO energy is -8.7 eV.

Last column: Mulliken charge in e.
Geometry (Å):
C (-1.47793, 0.85945, 0.01198)  -0.874
O (-0.59455, 0.18958, -0.78113)  -0.419
C (0.49819, -0.39426, -0.13535)  0.955
O (1.37965, -1.02741, -0.91985)  -0.498
O (0.03798, -1.13739, 0.95497)  -0.561
N (1.29096, 0.83473, 0.48797)  0.062
O (2.46993, 0.80013, 0.36657)  -0.323
H (-2.34307, 1.09869, -0.53456)  0.272
H (-1.02831, 1.66916, 0.52810)  0.382
H (-1.67217, 0.23759, 0.87219)  0.349
H (1.08514, -1.05196, -1.81717)  0.329
H (0.35418, -2.07828, 0.96628)  0.326

***

2:
Molecular formula: C2H5NO4
Method: DFT, the ωB97M-V functional and the def2-TZVPD basis

The charge is 0. As for the HOMO-LUMO gap: 9.346 eV. The value obtained for the HOMO energy is -9.8 eV.

Last column: Mulliken charge in e.
Geometry (Å):
O (1.38417, -0.12069, 0.95104)  -0.509
C (0.43698, 0.14987, 1.54993)  0.645
O (0.13865, -0.36569, 2.73699)  -0.462
O (-0.46588, 0.99344, 1.20795)  -0.499
H (0.85888, -1.01918, 2.84513)  0.356
H (-0.35299, 1.24430, 0.18770)  0.523
C (-0.28349, -0.58370, -1.36166)  -0.787
N (-0.35326, 0.81202, -1.64265)  0.056
O (-0.70647, 1.23246, -2.72238)  -0.370
H (-0.60808, -1.08385, -2.21625)  0.481
H (0.77782, -0.57050, -1.12123)  0.332
H (-0.82634, -0.68848, -0.41456)  0.233

***

3:
Molecular formula: C2H5NO4
Method: DFT, the ωB97M-V functional and the def2-TZVPD basis

The charge is 0. As for the HOMO-LUMO gap: 11.531 eV. The value obtained for the HOMO energy is -11.0 eV.

Last column: Mulliken charge in e.
Geometry (Å):
O (1.34540, 1.03642, 0.91966)  -0.598
C (0.72153, 1.07569, -0.11470)  0.242
N (-0.47671, 0.42646, -0.29035)  -0.150
C (-1.41153, 0.18881, 0.72796)  0.493
O (-2.58267, 0.14770, 0.51245)  -0.511
O (-0.88010, -0.04580, 1.93268)  -0.489
H (1.05066, 1.64789, -0.99292)  0.325
H (-0.91749, 0.53801, -1.19176)  0.251
H (0.04601, 0.26589, 1.97135)  0.435
O (2.26710, -2.14781, -2.70011)  -0.638
H (3.14768, -2.40030, -2.40655)  0.321
H (2.29012, -2.13018, -3.66017)  0.319

***

Relative energy table, unit eV: 1 4.039; 2 3.197; 3 0.000

***

1:
Molecular formula: C2H9NPS
Method: DFT, the ωB97M-V functional and the def2-TZVPD basis

The charge is +1. As for the HOMO-LUMO gap (alpha / beta): 6.941 / 3.299 eV. The value obtained for the HOMO energy (alpha / beta) is -11.3 / -11.3 eV.

Last column: Mulliken charge in e.
Geometry (Å):
C (-3.43816, 1.58351, 0.97585)  -0.802
C (-2.99519, 1.27737, -0.23442)  0.507
N (-2.58834, 2.12177, -1.17457)  -0.241
P (-0.50624, -2.52901, 0.51368)  -0.082
S (5.80779, -1.04753, -0.39181)  -0.286
H (-3.70078, 2.65711, 1.21314)  0.248
H (-3.83878, 1.03535, 1.83375)  0.311
H (-2.84836, 0.25778, -0.46638)  0.370
H (-2.21197, 1.75828, -2.00356)  0.275
H (7.02633, -0.69012, -0.67924)  0.146
H (-2.67500, 3.19332, -1.04424)  0.311
H (-1.52941, -2.89317, -0.32068)  0.048
H (-1.49800, -2.53564, 1.54597)  0.055
H (5.40655, -0.65142, -1.61514)  0.139

***

2:
Molecular formula: C2H9NPS
Method: DFT, the ωB97M-V functional and the def2-TZVPD basis

The charge is +1. As for the HOMO-LUMO gap: 7.688 eV. The value obtained for the HOMO energy is -13.3 eV.

Last column: Mulliken charge in e.
Geometry (Å):
C (-1.27180, 0.18226, -0.33182)  -1.091
C (0.19136, 0.55786, 0.05938)  0.440
N (0.65013, -0.10202, 1.13849)  -0.297
P (-3.36300, 0.79206, 0.22264)  0.107
S (3.82879, -0.01127, -0.48161)  -0.405
H (-1.41792, -0.91328, -0.09574)  0.363
H (-1.35025, 0.55266, -1.38857)  0.379
H (0.62939, 1.53024, -0.36705)  0.341
H (1.64588, -0.02947, 1.37654)  0.232
H (4.41863, 0.26895, -1.73831)  0.218
H (0.01371, -0.70248, 1.76790)  0.285
H (-3.97973, 0.23425, -0.82733)  0.116
H (-3.18052, 2.12114, -0.45445)  0.119
H (4.33425, 1.04840, 0.09182)  0.194

***

Relative energy table, unit eV: 1 1.503; 2 0.000